No. 1
182
Properties=species:S:1:pos:R:3:forces:R:3 method="wB97M-V/def2-TZVPD" homo_energy_ev=-9.03 energy_ev=-164683.21480 homo_lumo_gap_ev=9.0 multiplicity=1
P -11.821570 14.520050 -26.587740 0.41 -0.66 -2.14
P -22.758500 17.506400 -16.854460 -1.23 -0.58 -0.11
P -14.033580 10.681000 -16.146530 1.46 3.43 0.25
P -13.677180 18.907340 -19.508410 0.28 -0.08 0.70
P -2.678700 15.325380 -24.635270 -0.43 1.43 -1.00
P -6.395160 22.391570 -23.333770 -1.59 0.76 0.11
O -10.710150 13.379210 -27.032000 -1.48 1.93 3.11
O -11.876810 14.490750 -24.987090 0.53 0.53 -0.69
O -2.266920 15.581080 -26.159100 0.02 -1.97 0.51
O -22.723930 17.965180 -18.243270 -0.10 1.26 -0.21
O -13.054170 14.215590 -27.387320 1.33 1.21 1.61
O -14.948750 9.570610 -16.194420 -1.16 -0.96 0.27
O -13.821320 20.547470 -19.208790 2.01 -2.88 -2.65
O -1.652860 14.156610 -24.159060 -1.85 2.08 -3.22
O -12.859530 18.279240 -18.162300 -3.66 -1.85 -5.26
O -16.315310 17.061290 -12.481180 -0.19 1.71 1.97
O -23.862050 16.330990 -16.759760 1.43 1.33 1.36
O -6.922080 21.214390 -24.371430 0.75 1.26 2.23
O -14.236690 11.807340 -17.321120 0.80 -1.19 1.03
O -12.489140 10.193510 -16.183320 -0.71 1.03 -0.26
O -6.949900 13.366700 -19.734640 -0.02 1.44 2.18
O -16.619690 20.281290 -25.108060 -0.40 0.56 -0.21
O -11.033590 15.963060 -26.822580 -0.76 -3.25 0.47
O -22.490280 23.994760 -20.374760 -0.14 -2.01 1.37
O -23.114170 18.535810 -15.628960 -0.46 -1.49 -1.37
O -2.596140 16.631440 -23.920990 -0.45 -2.03 -0.09
O -13.316690 26.334110 -17.212620 0.80 2.28 0.49
O -21.370670 16.888020 -16.440950 -0.58 0.12 0.97
O -12.566980 18.650720 -20.700900 -1.18 1.33 1.07
O -4.768080 22.419100 -23.578270 -1.27 1.07 -0.13
O -6.647670 21.658820 -21.875770 1.44 0.19 -1.77
O -4.163900 14.666060 -24.890140 1.82 -0.37 1.02
O -14.979140 18.254150 -19.802190 1.96 0.67 0.57
O -7.105240 23.720130 -23.391690 1.51 -2.45 -0.18
O -14.072270 11.721490 -14.861560 0.66 -1.75 -2.50
N -17.566610 18.552700 -24.039310 -1.29 -1.24 0.81
N -7.478700 14.538130 -17.829300 -0.63 0.66 0.92
N -22.783470 21.750270 -20.336950 -0.79 -1.86 -0.34
N -16.229310 18.918100 -11.082310 0.12 0.22 -0.54
N -11.619780 27.170060 -18.340930 1.33 1.74 0.52
C -16.421170 19.949310 -12.153470 -0.42 -1.88 1.03
C -10.762390 18.354570 -9.436930 -0.21 -0.39 0.14
C -5.362710 15.371380 -24.551440 0.61 0.83 0.12
C -17.100940 17.408930 -24.843360 1.37 0.70 0.60
C -11.433760 19.530510 -20.894440 0.01 1.03 0.09
C -1.427830 13.927930 -22.839060 0.28 -1.87 2.18
C -11.728170 17.190370 -26.898550 -0.08 0.52 -0.17
C -7.083690 21.403110 -25.774220 1.31 0.64 0.05
C -2.342400 14.462050 -27.095960 0.45 0.80 -1.27
C -15.271220 12.795340 -17.150980 -0.12 -0.17 -0.30
C -12.455950 27.249770 -17.275350 -0.88 -3.45 -0.06
C -24.306480 15.584120 -17.870820 -0.92 -0.71 -0.19
C -11.797620 26.389290 -19.517700 -0.83 -0.44 -0.78
C -10.114630 17.139890 -10.082130 0.38 0.22 -1.83
C -8.902830 14.275010 -17.853660 -0.55 -0.56 -0.62
C -8.789280 16.403630 -12.162710 -1.42 -0.38 -0.76
C -5.516630 20.767090 -21.522270 -0.73 0.69 -0.33
C -6.622700 14.009030 -18.705160 1.16 -3.33 -2.67
C -10.025770 17.186480 -11.682410 -0.73 -0.72 1.86
C -14.505440 21.108840 -18.152330 -1.17 0.00 1.48
C -24.342630 19.301090 -15.798250 0.95 1.38 -0.48
C -12.229080 28.266370 -16.147990 0.00 -1.26 -0.56
C -15.691400 16.672820 -10.236790 -1.36 -0.26 -0.16
C -14.544990 11.258060 -13.624940 -0.46 0.88 1.00
C -3.961180 23.571910 -23.191470 0.65 0.16 0.81
C -23.574580 21.654420 -21.574670 0.49 0.65 0.55
C -5.130550 14.065240 -18.339870 -0.72 1.48 0.76
C -12.230850 18.967580 -17.250110 2.46 3.31 3.14
C -18.029900 20.766470 -23.222830 -0.53 1.12 -0.18
C -17.332530 19.886870 -24.203410 1.55 -0.87 -0.98
C -12.162020 9.226610 -17.172810 -0.75 -0.98 -1.43
C -16.183870 17.583690 -11.348030 1.41 -0.70 -1.82
C -20.210980 17.642710 -16.732430 1.81 -0.53 -1.46
C -10.549250 12.729940 -28.230500 1.31 -0.15 -2.54
C -8.840880 14.879910 -11.811410 -0.62 2.07 0.10
C -21.333790 22.725740 -18.687470 0.32 -1.07 0.17
C -7.738010 14.181070 -12.489070 0.51 -0.91 -0.07
C -22.311730 22.883940 -19.809270 0.60 2.74 -2.13
C -12.235460 13.313530 -24.241160 -0.09 -0.52 -1.14
H -14.967300 13.571530 -16.448670 -0.02 -0.21 0.08
H -22.538700 20.853980 -19.940920 0.04 0.32 0.33
H -10.290810 18.154420 -12.107770 1.17 0.53 0.15
H -17.647130 18.312390 -23.061620 -0.52 -0.05 -0.06
H -14.783360 16.174540 -10.576320 0.02 0.26 0.17
H -16.290710 17.013080 -24.231060 0.71 -0.12 -0.64
H -12.873010 9.217690 -17.998950 -0.46 0.28 0.08
H -16.195840 12.303860 -16.848280 -0.03 0.14 0.19
H -13.762090 11.353170 -12.872530 0.25 -0.63 -0.11
H -20.254570 18.190880 -17.673560 -0.93 0.80 0.37
H -4.446410 24.473090 -22.816600 -0.99 -0.54 0.11
H -17.711430 16.514680 -24.968700 -1.09 0.69 0.16
H -1.620540 14.794150 -27.842110 -0.21 -0.31 -0.28
H -1.404920 14.805640 -22.193140 0.11 0.06 -0.21
H -15.253070 12.028250 -13.319100 -0.51 -0.35 0.13
H -20.321870 22.842010 -19.075560 -0.06 0.86 -0.10
H -4.829740 15.019860 -18.771520 0.69 -0.10 -0.22
H -25.393290 15.664970 -17.850830 -0.05 0.07 -0.25
H -16.772250 17.746440 -25.826310 0.17 0.01 0.26
H -11.178290 28.507580 -15.987560 -0.06 0.66 -0.69
H -11.980660 19.979270 -17.569480 -0.16 0.41 -0.05
H -12.926730 29.072130 -16.376290 0.42 0.35 0.49
H -7.831980 16.834060 -11.868750 -0.07 0.07 0.51
H -9.419380 14.520250 -16.925690 0.39 0.62 -0.06
H -5.025110 14.204390 -17.263950 0.00 -0.03 0.13
H -10.867970 27.828800 -18.485610 -0.26 0.29 0.65
H -21.538960 23.363290 -17.827530 0.13 -0.05 -0.22
H -17.767830 21.814450 -23.368230 0.46 -0.17 -0.09
H -15.009730 10.274390 -13.692180 0.12 0.06 0.18
H -21.265530 21.670570 -18.422790 -0.48 -0.07 0.65
H -13.070910 13.516180 -23.571030 0.08 0.15 -0.23
H -10.373420 19.310560 -9.787480 0.37 -0.12 0.06
H -15.107560 20.351850 -17.649840 0.13 -0.08 0.41
H -15.444340 13.252780 -18.125090 0.17 -0.12 0.01
H -7.930500 13.154780 -12.176400 1.17 -0.38 -0.18
H -0.512280 13.337140 -22.810030 0.34 0.46 0.34
H -11.499800 20.389050 -20.226130 0.35 -0.36 0.58
H -23.943180 15.891470 -18.851460 0.27 0.25 0.32
H -10.475950 19.011330 -20.860270 -0.32 -0.28 0.53
H -24.094130 14.531160 -17.685610 0.30 0.04 -0.09
H -12.795040 19.067020 -16.322800 -0.13 -0.08 0.21
H -12.457950 27.758010 -15.211360 -0.68 0.08 -0.18
H -7.223890 20.404650 -26.188350 -0.53 0.34 -0.08
H -16.207360 20.929060 -11.726300 -0.20 -0.13 -0.25
H -2.172170 13.207350 -22.500210 -0.33 0.20 0.50
H -12.494780 12.603950 -25.026870 -0.40 -0.57 0.60
H -12.789040 17.100770 -26.664790 0.02 -0.01 -0.08
H -25.097440 18.834500 -16.431220 0.06 -0.32 0.42
H -24.702820 19.702880 -14.851190 -0.07 -0.98 0.25
H -3.282640 23.226720 -22.411390 -0.12 -0.12 0.11
H -7.146290 15.297460 -17.252210 0.01 -0.37 0.13
H -9.750110 14.362320 -12.117190 -0.49 0.59 -0.02
H -10.629230 18.259510 -8.359280 -0.11 0.35 0.09
H -17.453810 19.775280 -12.455890 -0.01 0.85 -0.40
H -2.070750 13.438270 -26.838700 0.33 0.34 1.18
H -11.388130 12.916180 -23.682370 0.09 0.36 -0.07
H -23.026360 22.249720 -22.304860 -0.55 0.09 -0.27
H -4.725960 21.408630 -21.133220 0.09 -0.28 0.05
H -11.249230 17.874400 -26.197960 -0.13 0.03 0.01
H -11.230090 12.849040 -29.073330 -0.91 0.65 0.64
H -19.771630 18.206440 -15.909470 -0.57 -0.02 0.08
H -12.365580 25.477820 -19.331290 0.33 0.00 0.16
H -5.201000 20.283570 -22.446760 0.21 -0.38 0.43
H -15.772860 19.688060 -12.989860 0.04 0.21 0.11
H -24.587750 22.011930 -21.390900 0.10 0.31 -0.27
H -5.584890 16.038220 -25.384560 -0.41 -0.17 -0.05
H -15.634820 17.076980 -9.226070 0.26 0.19 -0.17
H -6.161890 14.662190 -24.335920 0.21 0.07 -0.11
H -10.949670 16.689540 -11.978360 0.12 -0.73 -0.36
H -24.031400 20.222810 -16.289850 -0.08 -0.01 -0.46
H -10.431480 11.647430 -28.181560 0.02 0.01 0.87
H -7.809730 22.185540 -25.995060 -0.44 -0.52 -0.01
H -6.135420 21.780900 -26.156530 0.13 -0.07 -0.29
H -12.235920 8.204590 -16.801170 0.37 0.17 0.45
H -9.380060 14.717240 -18.728180 -0.15 0.29 0.18
H -3.302100 24.010150 -23.940900 -0.34 -0.89 -0.87
H -9.623290 13.152480 -28.620570 0.32 -0.39 -0.28
H -11.581870 17.557810 -27.914260 -0.27 0.18 0.06
H -10.825980 26.199210 -19.973650 -0.06 -0.27 0.16
H -16.482940 15.923460 -10.242070 0.19 -0.40 0.33
H -8.760680 16.459900 -13.250880 -0.03 -0.04 -0.28
H -6.786440 14.622360 -12.192610 0.25 -0.57 0.09
H -9.106660 16.968180 -9.704500 0.15 0.32 0.12
H -19.463720 16.942780 -17.106330 0.19 -0.53 0.80
H -17.903100 20.544750 -22.163170 -0.12 -0.40 -0.15
H -15.243590 21.843330 -18.474470 0.33 0.17 -0.39
H -4.466870 13.244380 -18.611540 -0.65 0.06 -0.56
H -11.238190 9.389120 -17.728000 0.42 0.40 0.93
H -11.241470 18.590080 -16.991820 0.00 -0.70 -0.06
H -9.110480 13.208970 -17.946050 0.47 -0.16 -0.18
H -12.375330 26.959980 -20.244780 -0.13 0.00 -0.22
H -3.321150 14.344530 -27.561070 -0.17 0.58 0.22
H -10.637570 16.209710 -9.859870 -0.23 0.14 0.32
H -11.832540 18.401700 -9.638600 -0.12 -0.17 0.00
H -13.784350 21.567520 -17.475750 -0.21 0.04 0.14
H -16.231620 19.207940 -10.114800 0.15 -0.07 -0.27
H -7.790060 14.202670 -13.577610 -0.18 0.16 -0.05
H -5.137200 16.016980 -23.702650 -0.36 -0.11 0.19
H -19.073590 20.743100 -23.536300 -0.28 -0.24 0.51
H -23.664850 20.627660 -21.929230 0.34 -0.02 0.31
H -5.856550 20.064120 -20.761750 -0.08 0.11 -0.22
H -8.771150 14.755270 -10.730810 0.09 -0.06 0.09
H -11.413020 20.068780 -21.842030 -0.73 -0.65 -0.53

No. 2
17
Properties=species:S:1:pos:R:3:forces:R:3 method="wB97M-V/def2-TZVPD" homo_energy_ev="-14.16 / -14.16" energy_ev=-12828.93298 charge=+1 e_above_lowest_ev=8.3382 homo_lumo_gap_ev="8.6 / 8.6" multiplicity=1
O -2.257908 -1.421267 -0.409926 1.25 -0.58 -0.87
O -3.850330 -0.261172 0.354543 -1.25 0.59 0.65
N -2.683962 -0.231399 0.073600 -3.18 -3.94 -1.13
N 0.219769 -0.560414 -0.723863 -2.06 5.72 -0.28
N 0.072496 2.117195 -0.506922 0.64 -1.44 0.45
C 0.341739 -1.460337 0.345046 -0.78 -0.82 1.83
C 1.531454 -0.654028 -0.126001 -0.05 0.32 2.52
C -2.006898 0.854096 0.135195 3.83 3.36 -0.29
C -0.618932 1.050876 -0.227115 0.32 -4.41 -1.67
H 1.834263 0.141781 0.627147 -0.26 -1.11 -1.11
H -3.040406 -1.929112 -0.792738 0.63 1.25 1.02
H -0.064975 -1.145808 1.374892 0.57 -0.96 -1.73
H 2.330543 -1.167539 -0.603742 0.37 0.07 -0.89
H 0.062564 -2.461959 -0.089034 0.79 0.80 1.23
H -2.687352 1.631394 0.437539 0.39 0.51 0.19
H -0.284826 3.053429 -0.559925 -0.28 0.36 0.15
H 1.090609 1.976359 -0.645220 -0.93 0.26 -0.08

No. 3
89
Properties=species:S:1:pos:R:3:forces:R:3 method="wB97M-V/def2-TZVPD" homo_energy_ev=-8.28 energy_ev=-196127.89746 homo_lumo_gap_ev=7.2 multiplicity=1
Br -7.204317 -1.747991 2.945471 0.28 -0.09 0.16
Br -2.170798 0.814589 7.647544 0.07 0.07 -0.05
O -8.521545 0.629348 2.879584 -0.49 0.09 -0.34
O -6.023156 2.476422 2.965477 -0.45 0.00 -0.39
O -5.324182 0.592862 6.923406 -0.27 -0.48 0.48
N -2.843333 -2.163191 -8.762608 0.03 -0.02 0.03
N -3.555272 5.702742 6.036021 -0.02 0.07 -0.04
N 7.022595 -7.588340 -1.497597 0.06 0.01 0.01
N 5.171626 -3.130240 -5.466996 -0.04 -0.02 0.03
N -0.599045 2.438549 0.839826 0.02 0.03 -0.05
N 2.046278 -0.959622 -3.845233 0.02 0.04 -0.06
N 0.949358 1.965494 5.077783 -0.11 -0.16 0.15
N -5.765113 0.915684 4.673086 -1.16 0.14 0.45
C -7.749262 0.020099 3.519443 -0.06 0.44 0.00
C 4.763514 -3.820241 -6.576701 -0.02 0.05 0.02
C -0.060302 2.605348 5.926711 0.10 -0.19 -0.52
C 1.853131 -1.086917 -5.196731 0.08 -0.07 0.02
C -7.167149 0.532728 4.821282 0.56 -0.46 -0.07
C 1.035241 -0.068288 -5.602459 0.05 0.07 0.00
C -5.370953 1.950755 3.812082 1.04 -0.11 0.15
C -3.710130 1.642340 5.424376 -0.24 -0.20 0.18
C -1.468989 2.472783 5.369949 0.01 -0.22 0.82
C -2.702716 6.498714 6.752617 0.04 -0.11 0.01
C 8.645580 -6.250204 -2.180096 0.01 0.01 0.00
C 6.179286 -3.814341 -4.843266 -0.02 0.04 0.02
C -3.003331 3.014412 3.563716 -0.51 -0.14 -0.05
C -3.958228 2.258903 4.218384 -0.15 0.21 -0.37
C 9.118436 -7.017485 -1.080028 0.01 0.01 0.00
C -0.782478 2.016460 -1.323571 -0.02 0.02 -0.01
C 6.420110 -4.952752 -5.564514 0.01 -0.04 -0.02
C -0.692341 -1.971525 -8.286883 0.00 0.00 0.01
C -2.470509 1.720988 6.019309 0.36 0.29 -0.16
C -2.732221 -2.303957 -7.405240 -0.03 0.01 -0.04
C -1.767436 3.118956 4.170515 0.05 -0.08 0.07
C 0.725468 0.707295 -4.452046 0.01 -0.02 0.02
C -1.408605 -2.187943 -7.077586 -0.01 -0.04 0.01
C 0.277331 2.944802 -1.127263 0.00 0.00 -0.01
C 0.364669 3.186333 0.216998 0.01 -0.02 0.05
C 0.895006 0.509883 5.179697 -0.25 -0.11 -0.27
C -3.252409 7.749825 6.821039 0.00 0.02 -0.01
C 1.364015 0.132823 -3.384753 0.04 -0.04 0.03
C -4.640349 6.436255 5.638183 -0.02 -0.10 -0.02
C 8.094192 -7.833734 -0.682500 -0.05 -0.01 0.00
C 7.350141 -6.627123 -2.414096 -0.07 -0.02 0.02
C -4.484331 7.709977 6.112999 0.01 0.02 0.00
C -1.303532 1.724358 -0.092704 0.01 -0.01 0.06
C -1.605105 -1.962534 -9.307429 -0.03 0.01 -0.02
C 5.520764 -4.956756 -6.665752 -0.01 0.00 0.01
C -4.983525 0.956113 5.844299 0.86 0.25 -0.65
H -0.764522 2.415937 1.828041 -0.04 -0.05 0.02
H -2.820401 8.599881 7.321490 0.00 0.00 0.00
H 6.636845 -6.295445 -3.148695 -0.01 0.02 0.01
H -5.174383 8.523829 5.968011 0.00 0.00 0.00
H 2.308958 -1.891286 -5.750129 -0.06 -0.04 0.00
H -7.782144 1.355088 5.169304 -0.11 0.21 -0.09
H -1.002012 3.723704 3.702701 0.13 0.10 0.02
H 10.097672 -6.974258 -0.633864 0.00 0.00 0.00
H 0.371363 -1.838043 -8.394467 0.00 -0.01 -0.01
H 7.160034 -5.700366 -5.332254 0.02 0.01 -0.03
H 6.636673 -3.434709 -3.945334 0.02 -0.01 0.00
H 4.791918 -2.253531 -5.159383 0.03 0.04 -0.05
H 8.036253 -8.564673 0.105460 0.02 0.00 0.01
H 2.599218 -1.574941 -3.278158 -0.04 -0.03 0.02
H 9.194845 -5.508156 -2.735430 0.01 0.00 -0.01
H 0.016793 2.137464 6.898244 -0.08 0.01 0.24
H -3.702021 -2.199978 -9.278774 -0.01 0.00 0.00
H 1.389729 0.406505 -2.343761 -0.04 0.02 0.00
H -1.480334 -1.831452 -10.368485 0.02 0.01 0.00
H -3.401307 4.735664 5.815494 0.02 -0.01 0.01
H 0.901661 3.383912 -1.887521 0.00 0.00 -0.01
H 3.973627 -3.444826 -7.204680 0.01 -0.01 -0.02
H -1.121438 1.610776 -2.261589 -0.01 -0.02 0.00
H 0.694449 0.102839 -6.609407 -0.03 0.00 0.00
H 6.131671 -8.043676 -1.433255 -0.01 -0.01 -0.01
H -0.996479 -2.249564 -6.084695 0.01 0.03 0.00
H 0.774600 2.191150 4.106113 0.15 0.28 -0.02
H 1.642973 0.066151 4.531189 0.22 0.02 -0.02
H 0.181137 3.658617 6.054767 0.02 0.14 -0.10
H 1.081314 0.188497 6.198130 0.12 0.04 0.19
H 5.440290 -5.707821 -7.433218 0.00 0.00 0.00
H -0.069305 0.085602 4.871620 -0.13 -0.01 0.07
H 0.103561 1.585975 -4.414967 0.00 0.01 -0.01
H -7.197214 -0.272404 5.548369 0.02 -0.02 0.18
H -1.782289 6.107329 7.151756 0.00 0.01 0.02
H -3.234949 3.490121 2.622501 0.03 0.11 -0.07
H 1.025371 3.822761 0.780856 0.01 0.00 -0.02
H -5.427079 5.989829 5.053640 -0.01 0.01 0.00
H -2.110307 1.073860 0.199235 0.00 -0.01 -0.02
H -3.600852 -2.473016 -6.792601 0.01 0.01 0.02